# C32H24N2O8PS2V

A molecular structure, C32H24N2O8PS2V (the ωB97M-V functional and the def2-TZVPD basis, OMol25).

Orbital gap (alpha / beta): 7.636 / 8.130 eV
LUMO (alpha / beta): -4.26 / -3.76 eV
2S+1: 2
HOMO (alpha / beta): -0.4371 / -0.4369 Eh
<S²>: 0.761
Total charge: +1

Geometry (Å):
C1 -2.63 -2.98 -1.15
C2 -2.00 2.50 2.91
C3 0.74 2.04 2.94
C4 -0.09 2.33 -2.12
C5 3.92 1.97 -0.48
C6 -1.87 -3.19 -2.32
H1 -5.71 -2.84 -2.51
C7 -4.00 -2.84 -1.22
S1 -0.08 -3.01 -2.44
H2 1.80 -2.68 0.77
C8 0.50 4.13 -3.67
C9 3.53 -0.13 1.29
O1 0.73 -4.12 -2.12
C10 5.01 1.32 0.06
C11 0.16 5.03 -2.69
H3 -0.01 -2.38 5.37
O2 -2.77 -3.56 1.43
H4 0.98 1.60 -5.03
C12 2.42 0.50 0.72
C13 0.39 -2.44 4.36
H5 -3.07 2.68 2.88
H6 -4.40 -3.31 -4.55
C14 0.85 -1.41 2.24
O3 -3.55 0.77 1.21
C15 0.39 0.58 -3.32
H7 0.86 4.45 -4.64
C16 -0.30 4.60 -1.44
H8 -1.94 -3.50 -4.44
C17 -1.19 3.20 3.79
P1 0.72 -0.02 1.11
C18 -0.07 1.33 2.05
C19 0.37 2.78 -3.35
H9 3.40 -0.92 2.01
H10 -0.56 5.34 -0.69
C20 -1.45 1.59 2.02
O4 0.12 -1.77 -1.40
C21 -2.52 -3.33 -3.54
C22 -3.90 -3.21 -3.60
C23 1.42 -2.60 1.79
H11 -1.63 3.92 4.47
O5 -1.57 -1.56 0.73
C24 -2.40 0.98 1.03
C25 0.97 -3.62 3.91
H12 1.02 -4.48 4.56
V1 -0.74 -0.50 -0.68
O6 -0.65 -3.77 0.24
H13 1.79 2.11 -0.57
N1 0.65 1.64 -4.08
H14 4.06 2.80 -1.16
H15 -0.16 -0.43 3.87
S2 -1.86 -3.05 0.46
C26 1.48 -3.70 2.62
O7 0.13 -2.40 -3.73
H16 1.92 -4.62 2.26
O8 -1.77 0.77 -0.19
H17 -4.57 -2.69 -0.31
H18 -0.78 2.96 -0.16
C27 0.18 2.98 3.80
H19 0.53 -0.44 -3.66
C28 4.82 0.28 0.96
H20 1.80 1.85 2.96
H21 0.82 3.53 4.47
H22 0.25 6.09 -2.89
H23 6.02 1.63 -0.20
C29 0.32 -1.34 3.52
H24 5.67 -0.22 1.41
N2 -0.06 0.92 -2.12
C30 -0.43 3.26 -1.13
C31 2.63 1.57 -0.16
C32 -4.63 -2.95 -2.45

Results of the natural (NBO) charge analysis, in e, for atoms 1 through 8: number 1, C, carries -0.2920; number 2, C, carries -0.1688; number 3, C, carries -0.1798; number 4, C, carries 0.0549; number 5, C, carries -0.2249; number 6, C, carries -0.3545; number 7, H, carries 0.2375; number 8, C, carries -0.1828

# C32H25AsN2NiO7Se

A molecular structure, C32H25AsN2NiO7Se (the ωB97M-V functional and the def2-TZVPD basis, OMol25).

Orbital gap: 6.479 eV
LUMO: 4.30 eV
HOMO: -0.0802 Eh
Total charge: -2

Geometry (Å):
O1 3.48 -2.21 -2.05
H1 4.48 -1.63 5.05
C1 -6.45 -4.07 0.69
H2 -1.11 0.69 -3.91
C2 -1.71 -0.36 -2.16
H3 -4.93 1.77 -2.27
C3 2.59 -1.24 6.00
C4 -4.03 1.16 -2.25
O2 4.05 -0.65 2.75
H4 0.10 3.72 -3.58
H5 -3.20 2.05 -4.03
C5 -2.59 4.58 -1.66
C6 -2.69 -0.53 -1.18
C7 -6.31 -2.76 1.12
H6 -4.59 0.16 -0.46
H7 2.88 -1.69 6.95
C8 -3.83 0.25 -1.23
H8 -3.47 5.21 -1.68
C9 -4.15 -4.07 -0.01
N1 0.21 0.86 2.10
O3 1.23 -1.16 -3.16
H9 -0.78 -0.93 -2.15
H10 1.71 -4.67 -0.07
C10 1.46 0.49 2.26
N2 0.06 1.39 0.82
H11 -0.98 -5.00 -3.38
O4 1.42 -1.42 -0.49
C11 -2.32 3.76 -0.58
C12 3.49 -1.21 4.96
C13 -3.06 1.32 -3.24
C14 3.13 -0.65 3.73
C15 0.43 -4.97 -1.75
C16 -4.00 -2.74 0.39
C17 -5.36 -4.73 0.14
H12 3.61 -0.21 1.97
C18 0.08 -3.28 -0.07
C19 -5.09 -2.11 0.98
H13 -1.88 5.19 -3.61
C20 -0.72 -4.56 -2.42
C21 -0.29 2.89 -1.64
O5 2.82 0.40 -1.57
H14 -3.30 -4.60 -0.43
O6 2.37 0.62 1.36
Se1 2.26 -1.17 -1.90
H15 -4.99 -1.10 1.36
As1 -2.29 -1.74 0.31
C22 -1.90 0.56 -3.18
H16 -7.15 -2.24 1.57
H17 -7.40 -4.58 0.80
H18 -2.43 -3.28 -2.35
C23 0.96 -0.15 4.63
C24 1.31 -0.70 5.85
Ni1 1.43 0.98 -0.39
H19 1.04 -5.77 -2.16
H20 -1.57 2.35 1.52
C25 -1.19 2.93 -0.54
O7 0.75 2.14 -1.70
H21 0.60 -0.73 6.67
C26 -1.17 -3.01 -0.64
C27 -0.93 2.19 0.66
H22 -2.99 3.76 0.27
C28 1.85 -0.11 3.56
C29 -1.69 4.56 -2.75
H23 -5.45 -5.76 -0.18
C30 -0.59 3.75 -2.74
C31 -1.52 -3.58 -1.86
H24 -0.03 0.26 4.47
C32 0.80 -4.37 -0.57
H25 0.23 -3.00 0.96

Results of the natural (NBO) charge analysis, in e, for atoms 1 through 8: number 1, O, carries -1.0848; number 2, H, carries 0.2076; number 3, C, carries -0.2384; number 4, H, carries 0.2318; number 5, C, carries -0.2363; number 6, H, carries 0.1928; number 7, C, carries -0.1999; number 8, C, carries -0.2435

# C32H25BClIO22P

6 unconnected molecules or ions with the total composition C32H25BClIO22P (the ωB97M-V functional and the def2-TZVPD basis, OMol25).

Orbital gap: 4.019 eV
LUMO: -1.08 eV
HOMO: -0.1875 Eh
Total charge: -1

Geometry (Å):
C1 -2.35 4.41 -3.28
O1 9.76 -5.41 2.45
C2 1.59 -1.59 1.72
C3 -1.78 7.24 -3.48
H1 7.28 -5.79 3.35
C4 -0.89 -6.34 6.67
C5 -7.24 9.77 -3.90
O2 -0.41 -4.75 5.02
O3 0.44 6.54 -3.86
H2 -1.88 -4.78 6.54
H3 -1.18 -7.91 8.07
H4 7.37 -8.12 1.16
H5 10.26 -7.26 0.91
H6 0.50 1.33 -2.09
C6 0.30 -1.23 2.28
H7 0.69 4.44 -3.88
I1 4.79 -6.98 0.33
C7 -3.03 6.85 -3.23
H8 -6.20 10.05 -3.82
C8 1.95 1.66 -3.60
H9 -11.00 8.53 -4.17
C9 1.01 -6.63 5.02
O4 1.19 2.48 -4.35
H10 8.61 -5.70 0.37
C10 -0.61 -7.52 7.23
O5 -1.76 -1.96 3.31
O6 1.97 -0.26 -0.63
O7 3.69 1.86 -5.16
H11 -1.77 -0.98 3.27
C11 -7.56 8.36 -3.69
O8 -9.25 6.64 -3.63
C12 1.05 -3.98 2.07
H12 -2.63 3.37 -3.20
O9 2.30 -8.57 5.16
H13 1.58 -6.23 4.19
C13 4.19 0.51 -3.30
H14 -8.81 12.36 -4.55
C14 3.33 1.37 -4.11
C15 -9.64 10.23 -4.26
O10 1.40 -5.13 1.95
H15 2.30 -9.36 5.72
C16 -0.59 -2.33 2.77
C17 0.48 -8.34 6.73
C18 5.52 -6.17 2.21
Cl1 8.57 -9.00 3.16
C19 1.29 -7.81 5.58
C20 -3.40 5.41 -3.10
O11 3.13 -3.24 1.10
O12 -4.02 7.74 -3.08
C21 -1.09 4.79 -3.54
C22 -9.96 8.82 -4.08
O13 -10.49 11.08 -4.50
C23 -8.21 10.65 -4.17
C24 2.34 0.25 -1.67
O14 0.77 -9.43 7.20
O15 -4.56 5.11 -2.85
P1 9.23 -6.42 1.45
C25 1.50 1.13 -2.46
C26 -0.10 -5.82 5.51
H16 3.15 -4.21 1.14
C27 1.95 -2.88 1.61
H17 3.95 -1.07 -0.63
H18 -0.87 -4.41 3.01
O16 -1.89 -5.57 7.11
H19 -1.50 8.28 -3.58
H20 1.76 2.71 -5.12
O17 -7.95 11.94 -4.37
C28 -0.24 -3.61 2.67
C29 6.75 -6.70 2.99
H21 2.23 -0.79 1.39
H22 -4.83 7.21 -2.91
H23 6.43 -7.23 3.91
O18 -0.10 3.90 -3.71
O19 -6.72 7.52 -3.42
B1 7.83 -7.58 2.14
O20 -0.08 -0.07 2.38
C30 -8.99 7.94 -3.81
C31 3.74 -0.02 -2.16
O21 4.50 -0.81 -1.40
C32 -0.72 6.24 -3.64
H24 -8.39 6.22 -3.45
O22 4.92 -5.23 2.64
H25 5.19 0.32 -3.67

Results of the Löwdin charge analysis, in e, for atoms 1 through 8: number 1, C, carries 0.0788; number 2, O, carries -0.5554; number 3, C, carries 0.0499; number 4, C, carries 0.0710; number 5, H, carries 0.0977; number 6, C, carries -0.2303; number 7, C, carries 0.0855; number 8, O, carries 0.0859

# C32H25BF4N4O5Se2Ti

A molecular structure, C32H25BF4N4O5Se2Ti (the ωB97M-V functional and the def2-TZVPD basis, OMol25).

Orbital gap: 7.521 eV
LUMO: -0.74 eV
Relative energy (zero: lowest compared OMol25 entry of this formula, charge and spin): 0.555 eV
HOMO: -0.3037 Eh

Geometry (Å):
C1 -1.40 5.10 4.22
C2 0.45 -2.61 4.55
C3 -2.52 -1.95 -1.79
H1 -0.02 5.80 -3.70
F1 3.32 0.67 3.09
C4 -0.93 -0.86 3.69
C5 4.03 -4.20 -1.96
H2 2.20 -5.70 0.47
F2 3.15 -1.23 1.83
F3 3.08 0.82 0.80
C6 0.24 -3.30 3.37
C7 -1.03 -1.62 2.53
H3 -3.14 -2.57 -5.04
C8 -3.05 -2.03 -4.11
H4 -2.20 5.46 -2.54
C9 0.53 6.06 3.15
C10 -1.24 3.94 3.48
N1 -0.49 -2.81 2.36
Se1 -1.87 -2.82 -0.22
H5 -4.34 2.85 0.06
H6 4.03 -6.18 -1.12
C11 -1.67 3.60 -1.69
C12 -3.36 -0.68 -4.04
C13 -0.52 6.16 4.05
H7 -3.44 1.02 -2.72
C14 0.70 4.91 2.40
H8 -3.23 1.58 -0.50
O1 0.83 -1.13 -0.12
C15 -1.41 4.72 -2.46
C16 2.55 -4.92 -0.20
C17 -0.19 3.85 2.57
N2 1.46 0.74 -1.43
C18 0.57 2.82 -2.21
H9 4.83 -4.41 -2.65
Se2 -1.93 -0.84 0.99
N3 -2.83 -0.66 -1.71
C19 1.53 1.74 -2.23
H10 1.18 -3.43 0.54
C20 3.58 -5.20 -1.10
C21 -0.65 2.63 -1.54
F4 1.30 0.16 2.05
H11 3.81 -2.16 -2.58
C22 -3.23 -0.04 -2.82
H12 -0.65 7.06 4.64
H13 1.08 -3.03 5.32
H14 2.29 1.72 -3.00
B1 2.84 0.09 1.96
C23 -0.16 -1.38 4.71
C24 2.43 -2.67 -1.03
O2 -0.79 1.63 1.90
O3 -0.86 1.54 -0.80
C25 1.83 -1.34 -0.97
H15 -2.70 2.72 0.74
C26 0.79 3.95 -2.99
O4 0.90 2.54 0.89
H16 -2.22 5.17 4.92
H17 -0.03 -0.81 5.63
H18 -1.92 3.11 3.59
H19 0.68 -4.28 3.20
H20 -1.40 0.11 3.76
H21 1.22 6.89 3.03
O5 -2.92 3.54 -1.16
H22 -2.34 -3.73 -3.00
H23 1.51 4.81 1.69
H24 1.74 4.06 -3.50
C27 1.98 -3.66 -0.16
H25 -3.69 -0.13 -4.91
N4 2.23 -0.37 -1.73
C28 -0.19 4.91 -3.11
C29 -0.02 2.62 1.77
C30 -3.30 2.61 -0.16
C31 3.46 -2.94 -1.92
Ti1 0.32 0.64 0.34
C32 -2.61 -2.68 -2.98

Results of the Löwdin charge analysis, in e, for atoms 1 through 8: number 1, C, carries -0.0699; number 2, C, carries -0.0427; number 3, C, carries -0.6586; number 4, H, carries 0.1047; number 5, F, carries 0.1940; number 6, C, carries -0.0943; number 7, C, carries -0.0779; number 8, H, carries 0.1016

# C32H25BiCl3GeN6O

A molecular structure, C32H25BiCl3GeN6O (the ωB97M-V functional and the def2-TZVPD basis, OMol25).

Orbital gap (alpha / beta): 6.461 / 7.601 eV
LUMO (alpha / beta): 0.09 / -0.49 eV
2S+1: 2
HOMO (alpha / beta): -0.2341 / -0.2973 Eh
<S²>: 0.772

Geometry (Å):
H1 0.79 -0.63 2.88
C1 -5.89 -0.06 -1.45
N1 -2.76 0.12 0.50
C2 4.59 -2.90 -2.48
C3 3.08 -1.85 -0.89
H2 -1.24 -3.07 2.42
C4 3.93 3.92 1.44
C5 -4.05 0.12 -2.99
H3 4.03 -2.89 1.51
H4 2.84 -2.29 3.68
O1 1.47 -0.25 -1.79
N2 -2.11 -0.93 1.17
C6 -3.16 0.10 -1.94
N3 -1.77 -0.58 2.44
N4 3.22 -2.30 1.55
H5 0.58 3.39 1.51
H6 -2.64 3.46 4.46
C7 1.63 3.22 1.27
C8 -0.39 -4.11 0.72
H7 4.56 -3.34 -0.41
C9 -5.42 0.04 -2.76
C10 -2.70 2.79 3.61
H8 -6.96 -0.12 -1.26
C11 2.59 4.11 1.74
H9 5.39 -3.60 -2.69
H10 3.67 1.10 -0.43
H11 5.36 2.68 0.41
C12 2.01 2.13 0.50
H12 2.28 4.97 2.34
Cl1 -0.78 2.00 -4.38
C13 -1.06 -3.09 1.35
N5 1.62 -0.98 0.93
Bi1 0.41 0.76 -0.19
H13 2.52 -0.67 -4.01
H14 -3.87 2.74 0.40
C14 -3.41 2.40 1.32
H15 -2.10 0.16 -2.13
C15 -0.68 -2.98 -1.35
Cl2 1.60 3.99 -3.02
C16 4.12 -2.74 -1.20
H16 -0.03 -4.96 1.30
C17 2.99 -1.27 -3.23
C18 -2.24 0.68 2.60
H17 -1.68 1.18 4.63
C19 1.56 -1.11 2.30
C20 -2.86 1.14 1.43
H18 -0.55 -2.89 -2.42
H19 -6.12 0.06 -3.59
C21 -1.50 -2.02 0.55
H20 -3.72 4.23 2.39
C22 2.55 -1.93 2.70
C23 4.31 2.83 0.66
C24 2.63 -1.70 0.49
C25 4.01 -2.14 -3.50
C26 -0.19 -4.07 -0.66
Cl3 -1.42 3.61 -1.38
H21 4.37 -2.25 -4.52
H22 -5.35 -0.12 0.63
H23 0.34 -4.86 -1.17
C27 -5.00 -0.07 -0.39
C28 3.36 1.94 0.19
C29 2.49 -1.10 -1.92
H24 4.67 4.62 1.79
C30 -2.15 1.52 3.72
Ge1 0.19 2.42 -2.45
H25 -3.67 0.22 -4.00
C31 -3.63 0.01 -0.64
N6 -1.32 -1.97 -0.76
C32 -3.32 3.22 2.43

Results of the natural (NBO) charge analysis, in e, for atoms 1 through 8: number 1, H, carries 0.2456; number 2, C, carries -0.2135; number 3, N, carries -0.2618; number 4, C, carries -0.2631; number 5, C, carries -0.1687; number 6, H, carries 0.2462; number 7, C, carries -0.1935; number 8, C, carries -0.1955

# C32H25BrN7O3STl

A molecular structure, C32H25BrN7O3STl (the ωB97M-V functional and the def2-TZVPD basis, OMol25).

Orbital gap: 6.761 eV
LUMO: -6.83 eV
Relative energy (zero: lowest compared OMol25 entry of this formula, charge and spin): 0.000 eV
HOMO: -0.4994 Eh
Total charge: +2

Geometry (Å):
C1 2.42 2.32 -3.13
O1 1.71 -2.04 0.05
C2 -3.85 -1.65 -0.87
H1 4.59 1.56 5.58
C3 3.79 1.08 3.66
H2 -4.03 0.57 1.66
C4 -7.91 -2.19 0.64
C5 -6.61 0.19 0.72
C6 -1.66 1.73 2.38
H3 3.02 -3.60 1.87
Br1 6.18 4.00 -3.48
C7 3.44 -0.75 1.60
C8 -2.25 0.03 0.59
H4 0.68 2.84 -4.29
N1 -1.73 -0.72 -0.38
C9 -0.48 -3.66 -4.09
H5 4.34 2.05 -2.18
H6 1.88 1.69 1.13
H7 0.05 -4.20 -4.87
H8 -8.57 0.94 1.18
H9 -2.68 1.76 2.76
C10 -5.88 -0.95 0.41
H10 1.25 -2.61 -3.34
C11 0.19 -2.78 -3.25
N2 -0.47 -2.12 -2.31
C12 -1.79 -2.31 -2.17
N3 -8.61 -1.10 0.92
C13 4.36 3.57 -3.70
H11 4.83 0.44 0.49
C14 2.91 0.00 3.81
Tl1 0.48 -0.51 -0.90
H12 2.05 -1.75 2.91
C15 -3.61 -0.02 0.87
C16 2.73 -0.92 2.79
C17 -7.97 0.06 0.96
S1 3.25 -1.87 0.25
C18 -4.43 -0.88 0.14
H13 4.53 2.93 4.48
H14 4.71 -3.37 1.31
H15 3.05 2.33 5.25
N4 -0.03 0.91 0.91
H16 -6.14 1.17 0.74
O2 0.51 1.03 -2.55
C19 -1.30 0.91 1.32
H17 -4.47 -2.30 -1.46
H18 -6.03 -3.10 0.16
C20 1.73 1.30 -2.34
C21 -6.55 -2.17 0.37
C22 -2.43 -3.20 -3.03
C23 -2.49 -1.55 -1.11
H19 4.04 5.00 -5.27
N5 -0.79 2.53 2.98
C24 1.73 3.04 -4.11
H20 1.17 3.19 3.03
H21 2.37 -0.13 4.74
C25 0.86 1.71 1.50
H22 5.16 2.06 2.33
C26 3.77 2.59 -2.92
O3 2.35 0.66 -1.42
N6 2.31 3.97 -4.85
H23 -3.50 -3.39 -2.96
H24 -8.45 -3.13 0.62
H25 3.53 -4.20 0.26
N7 -1.78 -3.87 -3.98
C27 0.46 2.53 2.54
C28 4.30 0.32 1.42
C29 4.47 1.23 2.46
C30 3.67 -3.43 1.01
C31 4.00 2.03 4.80
C32 3.59 4.23 -4.65

Results of the natural (NBO) charge analysis, in e, for atoms 1 through 8: number 1, C, carries -0.2351; number 2, O, carries -1.0060; number 3, C, carries -0.2431; number 4, H, carries 0.2535; number 5, C, carries 0.0422; number 6, H, carries 0.2468; number 7, C, carries 0.0599; number 8, C, carries -0.2381

Number 1: largest force on an atom 3.63 eV Å⁻¹. Number 2: largest force on an atom 2.57 eV Å⁻¹. Number 3: largest force on an atom 4.03 eV Å⁻¹. Number 4: largest force on an atom 0.59 eV Å⁻¹. Number 5: largest force on an atom 0.69 eV Å⁻¹. Number 6: largest force on an atom 0.12 eV Å⁻¹.